Entry 1:
Here is a molecular structure, C52H36CrN4O5 from the Open Molecules 2025 dataset. Energies are from ωB97M-V/def2-TZVPD.

```
98
Properties=species:S:1:pos:R:3:lowdin_spin:R:1
Cr 0.346 0.057 -0.141 2.853
C -2.284 -3.808 -6.098 0.002
C -0.977 -3.680 -5.643 0.000
C -0.699 -2.969 -4.480 0.006
C -1.732 -2.375 -3.749 0.011
C -3.041 -2.505 -4.218 0.004
C -3.317 -3.216 -5.381 0.000
C -1.404 -1.648 -2.488 0.099
C -1.641 -0.254 -2.403 0.048
C -2.498 0.486 -3.261 0.085
C -2.794 1.657 -2.600 0.063
C -2.062 1.641 -1.388 0.065
C -2.139 2.596 -0.341 0.039
C -3.151 3.679 -0.426 0.005
C -3.238 4.545 -1.518 0.002
C -4.213 5.532 -1.585 0.000
C -5.128 5.691 -0.553 0.002
C -5.045 4.851 0.551 0.000
C -4.074 3.860 0.609 0.004
C -1.297 2.577 0.749 0.013
N -0.311 1.649 1.004 0.053
C 0.530 2.220 1.931 0.000
C 1.646 1.658 2.524 0.098
C 2.602 2.583 3.172 0.012
C 3.073 2.458 4.483 0.007
C 3.990 3.358 5.013 0.000
C 4.466 4.417 4.250 0.007
C 4.007 4.561 2.945 0.000
C 3.097 3.658 2.417 0.008
C 1.847 0.241 2.520 0.056
C 2.594 -0.517 3.451 0.081
C 2.294 -1.844 3.212 0.070
C 1.396 -1.865 2.123 0.057
N 1.169 -0.589 1.677 0.006
C 0.828 -3.032 1.546 0.075
C -0.004 -3.022 0.459 0.008
C -0.452 -4.230 -0.219 -0.014
C -1.001 -3.845 -1.379 -0.010
C -0.960 -2.391 -1.411 0.006
N -0.427 -1.912 -0.242 0.086
C 1.256 -4.344 2.110 0.008
C 0.902 -4.725 3.403 0.003
C 1.319 -5.939 3.935 0.001
C 2.108 -6.798 3.180 0.002
C 2.474 -6.429 1.892 0.000
C 2.055 -5.213 1.366 0.004
C 0.017 3.524 2.310 -0.001
C -1.122 3.723 1.626 -0.017
N -1.320 0.492 -1.306 0.002
H -2.497 -4.366 -7.004 0.000
H -0.162 -4.131 -6.199 0.000
H 0.324 -2.847 -4.128 0.001
H -3.847 -2.056 -3.649 0.000
H -4.341 -3.314 -5.723 0.000
H -2.869 0.156 -4.219 0.004
H -3.476 2.424 -2.931 0.002
H -2.503 4.461 -2.311 0.000
H -4.250 6.188 -2.448 0.000
H -5.895 6.454 -0.609 0.000
H -5.747 4.962 1.370 0.000
H -4.025 3.197 1.464 0.001
H 2.685 1.673 5.118 0.000
H 4.327 3.234 6.037 0.000
H 5.187 5.113 4.662 0.001
H 4.378 5.371 2.327 0.000
H 2.773 3.744 1.387 0.000
H 3.245 -0.138 4.221 0.004
H 2.668 -2.706 3.743 0.003
H -0.325 -5.234 0.153 -0.001
H -1.420 -4.470 -2.153 0.000
H 0.286 -4.055 3.992 0.000
H 1.025 -6.216 4.941 0.000
H 2.438 -7.744 3.594 0.000
H 3.099 -7.085 1.296 0.000
H 2.351 -4.914 0.366 0.000
H 0.472 4.178 3.037 0.000
H -1.756 4.595 1.654 -0.001
O 2.202 -1.871 -3.558 0.005
C 1.979 -0.893 -2.825 0.004
O 1.469 -0.958 -1.662 0.015
C 2.262 0.481 -3.441 0.001
C 0.969 1.161 -3.950 0.002
C 1.335 2.197 -5.027 0.000
C 1.999 3.297 -4.154 0.000
C 1.805 2.711 -2.737 0.000
O 0.572 2.004 -2.868 0.002
C 2.835 1.591 -2.505 0.002
C 2.941 1.168 -1.037 0.006
O 4.028 0.813 -0.607 0.000
O 1.857 1.309 -0.343 0.037
H 2.926 0.286 -4.279 0.000
H 0.163 0.480 -4.213 0.001
H 0.429 2.566 -5.511 0.000
H 1.997 1.786 -5.791 0.000
H 1.490 4.257 -4.256 0.000
H 3.057 3.441 -4.385 0.000
H 1.731 3.440 -1.934 0.000
H 3.837 1.887 -2.811 0.000
```

## Properties
energy above the lowest of the compared OMol25 structures with the same formula, charge and spin	0.0	kcal/mol
LUMO level (alpha / beta)	4.3 / 4.3	eV
<S²>	6.080
E_HOMO (alpha / beta)	0.1 / -1.4	eV
F_max	0.7	eV/Å
spin multiplicity	5
electronic energy	-99132.8256	eV
net charge	-2
frontier orbital gap (alpha / beta)	4.201 / 5.627	eV


Entry 2:
Here is a molecular structure, C52H37BrClIN6O3PY at a distorted geometry from the Open Molecules 2025 dataset. Energies are from ωB97M-V/def2-TZVPD.

```
103
Properties=species:S:1:pos:R:3:lowdin_charge:R:1
Y -0.386 -1.447 0.611 1.380
O 4.765 -1.039 5.327 0.084
C 3.879 -1.083 4.291 -0.271
C 4.215 -0.590 3.023 0.017
C 3.216 -0.380 2.110 -0.105
N 1.993 -0.893 2.339 -0.008
C 1.698 -1.453 3.492 -0.651
Br -0.109 -2.068 3.810 0.856
C 2.582 -1.514 4.575 -0.005
H 5.647 -0.648 5.164 0.139
H 5.251 -0.228 2.907 0.136
H 3.465 -0.024 1.109 0.122
H 2.290 -1.962 5.502 0.117
C -4.756 0.569 0.523 -0.005
C -3.402 0.247 0.567 -0.138
N -2.879 -0.981 0.727 -0.014
C -3.739 -2.031 0.712 -0.172
C -5.135 -1.826 0.553 -0.132
C -5.588 -0.507 0.627 0.015
C -5.933 -2.972 0.322 -0.004
C -5.404 -4.174 0.015 -0.008
C -4.039 -4.441 0.248 -0.145
C -3.467 -5.663 -0.084 0.024
C -2.078 -5.838 -0.037 -0.009
C -1.333 -4.785 0.456 -0.101
N -1.799 -3.546 0.690 0.009
C -3.162 -3.356 0.643 -0.140
H -5.101 1.620 0.461 0.140
H -2.641 1.019 0.505 0.077
H -6.670 -0.341 0.666 0.140
H -6.988 -2.809 0.433 0.126
H -6.049 -4.980 -0.402 0.146
H -4.151 -6.461 -0.503 0.152
H -1.620 -6.769 -0.397 0.130
H -0.213 -4.974 0.545 0.132
Cl -1.685 -1.847 -1.854 0.736
C -1.397 -0.919 -3.398 -0.517
C -1.678 -1.536 -4.606 -0.100
C -1.517 -0.890 -5.818 -0.067
C -1.003 0.376 -5.772 -0.062
C -0.549 0.978 -4.578 -0.052
C -0.904 0.376 -3.372 -0.415
P -0.726 1.300 -1.856 1.042
C -1.844 2.686 -1.965 -0.395
C -1.685 3.705 -0.990 -0.121
C -2.510 4.803 -1.006 -0.074
C -3.546 4.876 -1.953 -0.061
C -3.640 3.906 -2.937 -0.071
C -2.808 2.789 -2.953 -0.075
C 0.899 2.041 -2.141 -0.390
C 1.999 1.177 -2.054 -0.108
C 3.282 1.747 -2.136 -0.089
C 3.469 3.126 -2.294 -0.070
C 2.343 3.960 -2.489 -0.065
C 1.095 3.403 -2.477 -0.096
H -2.105 -2.564 -4.523 0.124
H -1.908 -1.353 -6.780 0.149
H -0.798 0.930 -6.736 0.139
H -0.064 1.942 -4.616 0.116
H -0.924 3.664 -0.214 0.099
H -2.287 5.656 -0.355 0.118
H -4.217 5.760 -1.965 0.125
H -4.404 3.939 -3.710 0.114
H -2.993 2.031 -3.713 0.112
H 1.829 0.089 -1.941 0.093
H 4.197 1.065 -2.140 0.129
H 4.501 3.500 -2.391 0.115
H 2.417 5.050 -2.549 0.120
H 0.298 4.029 -2.782 0.099
N 4.154 7.770 3.690 0.197
C 3.590 6.768 3.493 -0.183
C 2.763 5.674 3.259 -0.232
C 3.124 4.736 2.307 -0.004
C 2.234 3.721 2.017 0.001
C 1.039 3.593 2.738 -0.168
C 0.699 4.556 3.693 0.007
C 1.567 5.584 4.009 0.026
N 0.203 2.464 2.577 0.015
C -0.898 2.103 3.330 0.005
C -1.336 0.943 2.797 -0.167
N -0.579 0.576 1.715 -0.105
C 0.321 1.564 1.591 -0.146
H 4.063 4.798 1.754 0.138
H 2.487 3.033 1.196 0.110
H -0.254 4.471 4.231 0.119
H 1.353 6.323 4.768 0.134
H -1.201 2.548 4.239 0.121
H -2.138 0.310 3.059 0.092
H 1.081 1.661 0.826 0.117
I 5.683 -7.598 -1.408 0.950
C 4.346 -6.054 -1.048 -0.739
C 3.699 -6.169 0.175 -0.155
C 2.789 -5.191 0.548 -0.007
C 2.557 -4.137 -0.334 -0.155
C 3.244 -3.996 -1.529 0.002
C 4.170 -4.997 -1.913 -0.110
C 1.575 -3.070 0.039 -0.549
O 1.387 -2.013 -0.691 -0.168
O 0.862 -3.234 1.083 -0.234
H 3.883 -6.990 0.824 0.081
H 2.259 -5.224 1.500 0.127
H 3.111 -3.056 -2.103 0.131
H 4.670 -4.934 -2.896 0.117
```

## Properties
energy above the lowest of the compared OMol25 structures with the same formula, charge and spin	11.7	kcal/mol
LUMO level	-5.4	eV
E_HOMO	-12.5	eV
F_max	4.1	eV/Å
electronic energy	-170597.2055	eV
net charge	+2
frontier orbital gap	7.092	eV


Entry 3:
Here is 4 unconnected molecules or ions with the total composition C52H39N3O9P3S at a distorted geometry from the Open Molecules 2025 dataset. Energies are from ωB97M-V/def2-TZVPD.

```
107
Properties=species:S:1:pos:R:3:lowdin_charge:R:1
C 5.263 -4.164 -3.046 0.146
C 4.406 -3.768 -3.786 -0.113
C 3.273 -3.152 -4.522 -0.128
C 3.576 -1.667 -4.645 -0.090
C 3.465 -0.871 -3.465 -0.163
C 3.020 -1.412 -2.129 -0.111
C 1.498 -1.204 -2.104 -0.149
C 0.956 -0.039 -1.734 0.040
N 3.738 0.414 -3.495 0.176
N 4.100 0.917 -4.643 -0.125
P 4.474 2.675 -4.527 0.525
N 4.145 3.232 -3.129 -0.119
O 6.035 2.915 -4.928 -0.131
O 3.490 3.285 -5.636 -0.137
C 4.212 0.303 -5.835 -0.255
P 4.710 1.098 -7.458 0.753
O 5.762 0.284 -8.115 -0.440
C 3.941 -1.096 -5.870 -0.263
P 4.045 -2.044 -7.459 0.403
S 2.460 -1.737 -8.546 0.191
H 6.039 -4.310 -2.329 0.061
H 2.361 -3.245 -3.928 0.128
H 3.155 -3.644 -5.480 0.082
H 3.245 -2.470 -2.026 0.098
H 3.528 -0.842 -1.351 0.134
H 0.916 -2.063 -2.431 0.104
H 0.025 0.288 -2.182 0.071
H 1.430 0.565 -0.967 0.078
H 4.979 3.625 -2.705 0.010
H 6.519 2.075 -4.946 0.093
H 3.694 4.222 -5.770 0.112
H 5.162 2.409 -7.243 0.021
H 3.518 1.110 -8.209 0.030
H 4.118 -3.398 -7.076 -0.010
H 5.250 -1.731 -8.105 -0.006
C -1.079 3.769 1.957 -0.054
C -1.762 4.176 3.098 -0.050
C -2.723 3.355 3.662 0.006
C -3.014 2.127 3.083 -0.078
C -2.344 1.725 1.925 -0.085
C -1.370 2.547 1.372 -0.009
C -2.673 0.434 1.264 -0.276
O -2.085 0.080 0.259 0.080
C -3.744 -0.411 1.857 -0.084
C -4.106 -1.595 1.225 -0.005
C -5.092 -2.398 1.772 -0.056
C -5.716 -2.028 2.959 -0.052
C -5.363 -0.847 3.591 0.003
C -4.383 -0.031 3.039 -0.081
C -4.039 1.251 3.714 -0.276
O -4.583 1.575 4.748 0.112
H -0.324 4.409 1.521 0.106
H -1.545 5.136 3.547 0.109
H -3.251 3.668 4.552 0.118
H -0.844 2.231 0.481 0.108
H -3.618 -1.883 0.304 0.117
H -5.375 -3.317 1.276 0.108
H -6.481 -2.660 3.389 0.110
H -5.849 -0.554 4.511 0.122
C -5.857 10.222 -0.130 -0.055
C -4.821 9.299 -0.238 -0.059
C -4.540 8.444 0.814 -0.005
C -5.286 8.515 1.985 -0.083
C -6.311 9.456 2.100 -0.080
C -6.599 10.301 1.036 0.001
C -7.093 9.581 3.361 -0.277
O -7.987 10.395 3.460 0.111
C -6.745 8.686 4.499 -0.082
C -7.426 8.821 5.702 0.002
C -7.123 7.987 6.766 -0.052
C -6.144 7.008 6.629 -0.053
C -5.459 6.873 5.433 -0.001
C -5.750 7.716 4.367 -0.082
C -4.982 7.578 3.100 -0.273
O -4.125 6.725 2.980 0.092
H -6.080 10.883 -0.957 0.108
H -4.235 9.246 -1.146 0.106
H -3.739 7.722 0.732 0.117
H -7.401 11.021 1.124 0.122
H -8.189 9.580 5.806 0.122
H -7.652 8.097 7.703 0.109
H -5.914 6.353 7.459 0.109
H -4.695 6.115 5.326 0.112
C 4.370 -10.669 4.232 -0.049
C 5.085 -9.501 4.472 -0.051
C 5.168 -8.523 3.495 0.000
C 4.545 -8.715 2.268 -0.085
C 3.845 -9.898 2.019 -0.082
C 3.751 -10.869 3.009 0.003
C 3.208 -10.145 0.697 -0.275
O 2.594 -11.168 0.479 0.115
C 3.348 -9.103 -0.359 -0.077
C 2.808 -9.333 -1.620 0.005
C 2.921 -8.369 -2.607 -0.053
C 3.566 -7.165 -2.336 -0.066
C 4.107 -6.934 -1.084 -0.011
C 4.009 -7.904 -0.095 -0.081
C 4.629 -7.649 1.235 -0.277
O 5.191 -6.596 1.463 0.099
H 4.299 -11.428 5.001 0.111
H 5.576 -9.353 5.425 0.110
H 5.720 -7.612 3.682 0.121
H 3.199 -11.779 2.819 0.123
H 2.305 -10.268 -1.826 0.123
H 2.505 -8.552 -3.589 0.108
H 3.649 -6.410 -3.105 0.074
H 4.612 -6.002 -0.870 0.099
```

## Properties
energy above the lowest of the compared OMol25 structures with the same formula, charge and spin	0.0	kcal/mol
LUMO level	-5.3	eV
E_HOMO	-10.8	eV
F_max	4.2	eV/Å
electronic energy	-116147.8084	eV
net charge	+1
frontier orbital gap	5.548	eV